(1)
A structure of composition C20H41GdN2P3S. Source: OMol25; level of theory: ωB97M-V with the def2-TZVPD basis set.

Orbital gap (spin up / spin down)   6.20 / 4.76 eV
Energy relative to the best compared isomer or geometry (same formula, charge and spin)   3.119 eV
Net charge   +3
Spin multiplicity   8
HOMO (spin up / spin down)   -0.56491 / -0.61469 Eh

Each line ends with the Mulliken spin population.
Element x y z (Å)
H: 3.35487 2.20949 -0.40584  0.004
C: -1.37802 -1.38748 -2.82892  0.119
Gd: 0.76209 -0.79107 -0.21247  5.754
C: 1.04700 -4.56191 2.08662  0.008
H: -1.71515 2.70989 -4.00770  0.001
C: -0.83231 -3.75209 -2.99002  0.069
H: -0.79397 -1.45163 3.92047  -0.001
H: -1.02308 2.91081 0.65801  -0.001
H: 1.18433 -4.37651 -2.43183  0.001
H: 2.48469 3.60775 0.33278  -0.001
C: 1.45138 -2.39376 2.39786  0.064
P: 2.09946 1.50857 1.55243  -0.036
P: -1.61213 2.70923 -1.68444  0.063
H: 1.03694 2.13564 3.68362  -0.002
H: -3.24425 2.22961 0.04363  0.002
C: -2.05807 1.91387 3.09978  0.010
H: -2.76180 -2.89658 -3.44895  0.003
S: 0.67677 0.46527 -2.60753  0.642
H: -2.74052 2.39423 2.38154  0.000
H: -3.98496 2.66670 -1.52635  0.003
H: 0.20738 -0.01599 4.28319  0.000
H: 0.06520 -4.18736 0.12089  -0.009
H: 1.01173 -3.14071 -5.26817  0.004
C: -1.70452 3.50826 -3.25936  0.008
H: -1.28700 2.64388 3.39710  -0.001
C: -0.02027 -1.13891 -2.52030  -0.006
H: 3.15245 0.43756 3.48246  -0.002
N: 1.59630 -3.60607 2.94046  -0.005
C: 0.56190 -3.87832 1.02493  0.024
C: -0.79960 -0.35737 4.00176  0.013
H: 2.44375 3.17384 3.29341  0.001
H: 1.78427 -1.45390 2.84092  -0.005
H: -1.51738 -0.05640 4.78180  0.000
C: -2.82909 -0.57495 2.09845  0.005
H: -2.02841 -0.52361 -3.02343  -0.001
H: 3.82348 -0.17067 1.92144  0.003
H: -3.25067 -0.30027 1.12039  -0.001
C: -1.75322 -2.69795 -3.09046  -0.010
H: -0.79908 4.45434 -0.20129  0.002
H: -2.62433 4.08203 -3.35422  0.004
H: -3.25152 1.04795 -1.29493  0.000
H: 0.88163 3.44722 2.45378  0.000
C: 1.76880 -1.25135 -4.64376  0.017
C: 0.44896 -3.55901 -2.46600  0.074
H: -3.56541 -0.36560 2.89196  0.001
C: -3.16036 2.11521 -1.05093  0.020
H: 1.91748 -2.06365 -1.89656  -0.035
C: 0.92135 -2.05067 -5.28336  0.051
H: 0.13584 -1.65471 -5.93030  0.001
C: 3.48480 0.72027 2.47237  -0.001
H: 2.02790 -3.78308 3.84431  0.001
H: 3.97801 2.96717 1.10294  0.001
H: 1.76625 -0.17161 -4.82942  0.013
H: 1.05255 -5.60993 2.27994  0.000
H: -2.57627 -1.64434 2.09369  -0.001
H: 2.60930 -1.67552 -4.08248  0.002
C: 3.07304 2.70081 0.53740  -0.014
H: -1.09998 -4.73188 -3.39022  -0.002
H: 0.37149 3.11454 -0.40487  -0.030
H: -2.64009 1.62700 3.99368  0.000
C: -0.70000 3.35648 -0.30290  0.045
H: -0.84854 1.55928 -2.13378  -0.017
C: 1.55077 2.67946 2.87491  0.012
H: -0.82641 4.12611 -3.45937  0.000
C: 0.84378 -2.25481 -2.10421  0.103
H: 4.30584 1.44837 2.54327  0.002
N: 0.81863 -2.52315 1.21409  -0.019
P: -1.27401 0.38194 2.36808  0.049

(2)
A structure of composition C20H41N2OP2SSc. Source: OMol25; level of theory: ωB97M-V with the def2-TZVPD basis set.

Orbital gap (spin up / spin down)   6.60 / 5.13 eV
Energy relative to the best compared isomer or geometry (same formula, charge and spin)   0.000 eV
Net charge   +2
Spin multiplicity   1
HOMO (spin up / spin down)   -0.47931 / -0.44241 Eh

Each line ends with the Mulliken charge.
Element x y z (Å)
H: -2.57548 -2.91968 0.96194  0.468
C: 1.12908 0.62880 -0.58204  -0.714
H: 1.01503 1.87167 2.96208  0.236
H: 1.29692 -0.07600 -1.44048  0.721
N: -1.05427 0.55669 2.90119  0.236
H: 3.78127 -0.59414 -0.82496  0.535
S: -3.38399 1.57863 3.40354  0.003
P: -2.27246 -1.17765 -0.68555  1.196
H: -4.93270 0.86885 -1.28279  0.454
H: -3.34020 1.38145 -0.67949  0.301
O: 0.09149 1.42361 -0.57385  -0.758
C: 5.26762 0.43967 0.32547  -1.383
H: 5.14085 0.52908 1.41410  0.401
C: -2.00990 1.41531 2.37321  -0.248
C: -3.05569 -2.93485 -2.82640  -1.411
C: 3.35787 3.40441 0.84864  -1.502
H: -5.99014 -1.32514 0.02765  0.468
H: -4.70713 1.28984 0.43033  0.331
C: 1.47195 2.66188 2.35497  -1.394
H: 1.74639 3.47493 3.04308  0.548
C: -3.94527 -0.67708 -0.07405  0.686
H: 4.66483 0.95932 -2.42036  0.481
H: -2.82012 -0.67790 -4.38201  0.495
C: -1.39052 0.11960 4.17578  -0.409
H: -0.45104 -3.32687 1.71713  0.351
H: 4.28121 2.38105 -1.43375  0.328
H: -2.03502 -3.57659 -0.58381  0.361
H: -5.27359 -1.60004 -1.56340  0.334
Sc: -0.75853 0.21691 0.84894  -0.654
P: 2.50349 0.73606 0.59004  0.907
C: 3.94309 0.43484 -0.46125  0.499
H: -3.22992 -2.98687 -3.90905  0.429
C: 3.95520 1.36372 -1.68598  -1.591
C: -5.06708 -1.63158 -0.48497  -1.757
H: 3.33781 -0.82123 2.15667  0.609
H: 1.54609 -2.58111 2.17479  0.490
H: 0.70896 3.06056 1.67217  0.223
H: 1.75953 -0.22222 2.66215  0.575
C: -1.85329 -2.77474 0.14380  -0.875
H: 3.41305 4.26383 1.53250  0.468
H: 4.37966 3.19529 0.50914  0.286
C: -2.59889 0.59596 4.62155  -0.497
H: 5.92715 1.24957 -0.01408  0.406
H: -4.02489 -3.05782 -2.33204  0.205
H: -3.97987 -0.22836 -3.12643  0.251
H: -2.42334 -3.79063 -2.56744  0.420
H: 2.34219 -2.45440 0.59435  0.337
H: 0.13923 -3.71581 0.10242  0.341
C: -4.23979 0.79416 -0.43195  -1.480
C: 1.69898 -1.91404 1.31413  -1.215
H: 3.46853 1.88220 2.36505  0.508
H: -3.03327 0.42699 5.59989  0.457
C: 2.73586 2.22321 1.60814  0.617
H: 5.79215 -0.50791 0.13928  0.328
H: 0.62844 -1.50879 -0.34294  0.222
C: -0.42303 -2.95488 0.68051  -0.764
H: 2.74159 3.69927 -0.01212  0.375
C: 2.32059 -0.60883 1.79595  -0.847
H: -0.70766 -0.53210 4.71649  0.408
H: -1.76621 2.19738 1.63091  0.412
H: 2.97567 1.42919 -2.17436  0.353
C: -2.37417 -1.60158 -2.48453  0.499
H: -3.84648 -0.73211 1.02613  0.351
H: -2.34816 0.48876 -3.14437  0.346
H: -1.30646 -1.71571 -2.74424  0.272
C: -2.91785 -0.43241 -3.31634  -1.503
N: 0.36916 -1.69678 0.66765  0.069
H: -4.86390 -2.66771 -0.18564  0.403